Entry from OMol25: a 2-piece molecular cluster, C4H12 overall (ωB97M-V/def2-TZVPD).

Output
Total charge: 0
Orbital gap, eV: 12.8
Lowest unoccupied orbital energy, eV: 1.2
Multiplicity: 1

Last column: natural (NBO) charge in e.
Atoms and positions in Å:
C: 0.401 2.474 0.163  -0.613
C: -0.997 2.025 -0.322  -0.612
H: 0.775 3.284 -0.470  0.203
H: 0.370 2.853 1.180  0.206
H: 1.133 1.678 0.052  0.204
H: -0.958 1.061 -0.823  0.204
H: -1.390 2.744 -1.038  0.205
H: -1.665 1.949 0.537  0.205
C: 0.812 -2.776 -0.126  -0.617
C: -0.219 -1.721 0.264  -0.619
H: 1.377 -3.144 0.736  0.206
H: 0.386 -3.624 -0.659  0.207
H: 1.582 -2.389 -0.797  0.205
H: -1.258 -2.013 0.155  0.210
H: -0.098 -1.457 1.319  0.205
H: -0.025 -0.764 -0.211  0.204

Cartesian forces (eV/Å) of the 2 atoms listed first:
C -0.2 0.2 -0.8
C 0.4 0.2 0.3

***

Entry from OMol25: a 2-piece molecular cluster, C4H12 overall (ωB97M-V/def2-TZVPD).

Output
Total charge: 0
Orbital gap, eV: 12.8
Lowest unoccupied orbital energy, eV: 1.1
Multiplicity: 1

Last column: natural (NBO) charge in e.
Atoms and positions in Å:
C: -1.326 -1.052 0.197  -0.612
C: -2.800 -1.441 0.147  -0.607
H: -0.940 -0.832 1.189  0.203
H: -0.666 -1.788 -0.274  0.203
H: -1.122 -0.219 -0.486  0.203
H: -3.504 -0.648 0.371  0.205
H: -3.010 -2.289 0.798  0.202
H: -2.991 -1.778 -0.872  0.202
C: 2.232 0.612 -0.560  -0.612
C: 1.871 1.883 0.216  -0.610
H: 3.258 0.303 -0.348  0.203
H: 1.651 -0.275 -0.319  0.207
H: 2.168 0.861 -1.618  0.203
H: 2.725 2.529 0.408  0.205
H: 1.129 2.493 -0.295  0.203
H: 1.478 1.624 1.204  0.202

Cartesian forces (eV/Å) of the 2 atoms listed first:
C 0.4 0.4 -0.8
C 0.5 -0.6 -0.4

***

Entry from OMol25: a 2-piece molecular cluster, C4H12 overall (ωB97M-V/def2-TZVPD).

Output
Total charge: 0
Orbital gap, eV: 13.0
Lowest unoccupied orbital energy, eV: 1.2
Multiplicity: 1

Last column: natural (NBO) charge in e.
Atoms and positions in Å:
C: -0.363 0.861 1.766  -0.609
C: 0.368 -0.366 2.289  -0.606
H: -0.817 1.443 2.571  0.204
H: 0.269 1.540 1.193  0.202
H: -1.180 0.587 1.096  0.202
H: 0.801 -0.944 1.473  0.202
H: -0.338 -0.997 2.829  0.203
H: 1.195 -0.124 2.954  0.203
C: 0.654 -0.489 -1.719  -0.605
C: -0.675 -0.006 -2.283  -0.606
H: 1.476 -0.140 -2.346  0.202
H: 0.861 -0.179 -0.697  0.201
H: 0.731 -1.580 -1.738  0.200
H: -0.658 1.076 -2.420  0.202
H: -0.788 -0.404 -3.293  0.203
H: -1.534 -0.278 -1.675  0.203

Cartesian forces (eV/Å) of the 2 atoms listed first:
C -0.2 0.3 -0.1
C -0.1 0.0 -0.1

***

Repeat the first record exactly.
Entry from OMol25: a 2-piece molecular cluster, C4H12 overall (ωB97M-V/def2-TZVPD).

Output
Total charge: 0
Orbital gap, eV: 12.8
Lowest unoccupied orbital energy, eV: 1.2
Multiplicity: 1

Last column: natural (NBO) charge in e.
Atoms and positions in Å:
C: 0.401 2.474 0.163  -0.613
C: -0.997 2.025 -0.322  -0.612
H: 0.775 3.284 -0.470  0.203
H: 0.370 2.853 1.180  0.206
H: 1.133 1.678 0.052  0.204
H: -0.958 1.061 -0.823  0.204
H: -1.390 2.744 -1.038  0.205
H: -1.665 1.949 0.537  0.205
C: 0.812 -2.776 -0.126  -0.617
C: -0.219 -1.721 0.264  -0.619
H: 1.377 -3.144 0.736  0.206
H: 0.386 -3.624 -0.659  0.207
H: 1.582 -2.389 -0.797  0.205
H: -1.258 -2.013 0.155  0.210
H: -0.098 -1.457 1.319  0.205
H: -0.025 -0.764 -0.211  0.204

Cartesian forces (eV/Å) of the 2 atoms listed first:
C -0.2 0.2 -0.8
C 0.4 0.2 0.3